C22H24F5GaNOP2 as an isolated structure at a distorted geometry, computed with ωB97M-V with the def2-TZVPD basis set.

XYZ file:
```
56
Properties=species:S:1:pos:R:3:nbo_charge:R:1
C -0.905 -3.757 1.640 -0.19
C -0.314 -2.646 1.047 -0.08
C -0.975 -2.003 -0.042 0.15
C -2.168 -2.558 -0.544 -0.03
C -2.779 -3.616 0.126 -0.17
C -2.155 -4.218 1.216 -0.22
C -2.792 -2.018 -1.799 -0.45
C -1.859 -1.129 -2.572 -0.03
C -0.661 -0.673 -1.989 0.15
C 0.283 0.026 -2.798 -0.07
C -0.064 0.355 -4.105 -0.21
C -1.316 0.020 -4.626 -0.22
C -2.209 -0.720 -3.857 -0.17
H -0.388 -4.246 2.469 0.21
H -3.746 -3.974 -0.234 0.22
H -2.628 -5.056 1.726 0.23
H -3.072 -2.871 -2.442 0.24
H 0.659 0.903 -4.714 0.22
H -1.580 0.319 -5.639 0.23
H -3.185 -1.011 -4.252 0.22
N -0.473 -0.830 -0.612 -0.80
Ga 0.142 0.822 0.567 0.95
C 1.021 -2.137 1.547 -0.71
H 1.759 -2.072 0.733 0.25
H 1.415 -2.798 2.331 0.25
C 1.639 0.426 -2.243 -0.72
H 2.146 -0.414 -1.746 0.26
H 2.284 0.818 -3.041 0.25
P 0.900 -0.463 2.291 0.94
P 1.489 1.772 -1.009 0.96
C 0.837 3.154 -1.973 -0.95
H 0.669 4.010 -1.307 0.28
H 1.579 3.418 -2.743 0.26
H -0.110 2.883 -2.454 0.27
C 3.153 2.240 -0.498 -0.95
H 3.674 2.700 -1.351 0.26
H 3.087 2.962 0.327 0.28
H 3.708 1.355 -0.156 0.26
C -0.338 -0.653 3.599 -0.95
H 0.059 -1.326 4.371 0.26
H -0.559 0.323 4.045 0.27
H -1.259 -1.079 3.186 0.27
C 2.486 -0.158 3.095 -0.94
H 2.432 0.757 3.697 0.28
H 2.721 -1.007 3.752 0.26
H 3.276 -0.048 2.342 0.25
C -1.627 1.802 -0.371 0.62
O -2.610 2.237 -0.770 -0.40
H -3.732 -1.514 -1.596 0.23
F -1.450 2.468 2.312 -0.35
C -0.195 2.643 1.744 0.25
F -0.297 3.731 0.871 -0.36
C 0.765 3.105 2.846 0.91
F 0.542 4.380 3.226 -0.29
F 0.655 2.326 3.960 -0.32
F 2.069 3.041 2.419 -0.33
```

Calculated values
calculated total energy = -111278.0265 eV
total charge = +1
LUMO = -3.12 eV
relative energy (zero: lowest compared OMol25 entry of this formula, charge and spin) = 0.00 kcal/mol
gap between HOMO and LUMO = 0.257 Eh
E_HOMO = -10.12 eV